3 unconnected molecules or ions with the total composition C40H40BrO11PS. Source: the Open Molecules 2025 dataset; level of theory: the ωB97M-V functional and the def2-TZVPD basis.

The geometry in XYZ format:
```
94
C40H40BrO11PS | the Open Molecules 2025 dataset | the ωB97M-V functional and the def2-TZVPD basis
C -2.15 1.11 5.59
C -2.07 -0.32 5.10
O -2.91 -0.59 3.98
P -2.70 0.11 2.55
O -3.20 1.49 2.45
C -0.95 -0.03 2.20
C -0.52 0.55 0.85
C 1.00 0.72 0.83
C 1.62 1.26 -0.45
O 2.10 0.19 -1.30
S 1.07 -0.14 -2.46
O 0.21 -1.20 -2.04
O 1.79 -0.25 -3.68
O 0.28 1.22 -2.41
C 0.75 2.13 -1.38
C 1.55 3.25 -2.04
C 1.73 4.45 -1.10
C 0.74 5.58 -1.34
Br -0.83 5.44 -0.21
O -3.41 -0.93 1.58
C -4.83 -0.78 1.35
C -5.68 -1.13 2.56
H -1.63 1.81 4.93
H -3.19 1.42 5.68
H -1.69 1.18 6.58
H -1.04 -0.62 4.87
H -2.42 -1.00 5.89
H -0.59 -1.06 2.30
H -0.46 0.54 3.00
H -1.00 1.53 0.72
H -0.84 -0.10 0.04
H 1.30 1.37 1.66
H 1.46 -0.26 1.01
H 2.51 1.84 -0.19
H -0.13 2.52 -0.87
H 1.02 3.54 -2.95
H 2.52 2.85 -2.36
H 1.61 4.11 -0.06
H 2.74 4.84 -1.18
H 0.35 5.57 -2.36
H 1.17 6.56 -1.15
H -5.02 0.24 1.01
H -5.04 -1.46 0.52
H -6.59 -1.64 2.24
H -5.14 -1.79 3.24
H -5.97 -0.24 3.12
O -5.21 -6.36 -0.90
C -5.51 -5.64 -1.83
C -4.87 -4.30 -1.99
C -3.91 -3.89 -1.08
C -3.29 -2.66 -1.22
C -3.64 -1.83 -2.28
C -4.60 -2.23 -3.19
C -5.22 -3.46 -3.05
C -6.27 -3.86 -4.04
O -6.61 -3.11 -4.93
C -6.88 -5.21 -3.89
C -7.84 -5.62 -4.81
C -8.41 -6.88 -4.70
C -8.04 -7.72 -3.66
C -7.09 -7.32 -2.74
C -6.51 -6.06 -2.84
H -3.66 -4.55 -0.26
H -2.54 -2.35 -0.50
H -3.15 -0.87 -2.39
H -4.89 -1.59 -4.01
H -8.11 -4.95 -5.61
H -9.15 -7.19 -5.42
H -8.48 -8.71 -3.58
H -6.79 -7.96 -1.92
O 5.50 2.65 2.65
C 6.47 2.59 1.92
C 7.71 3.37 2.20
C 7.76 4.15 3.35
C 8.91 4.87 3.64
C 10.01 4.80 2.79
C 9.96 4.03 1.65
C 8.81 3.31 1.34
C 8.77 2.50 0.09
O 9.71 2.49 -0.67
C 7.54 1.70 -0.18
C 7.49 0.91 -1.32
C 6.36 0.16 -1.59
C 5.28 0.18 -0.71
C 5.33 0.96 0.43
C 6.45 1.73 0.70
H 6.90 4.18 4.00
H 8.95 5.47 4.54
H 10.90 5.36 3.03
H 10.80 3.97 0.97
H 8.34 0.91 -1.99
H 6.31 -0.45 -2.48
H 4.40 -0.42 -0.91
H 4.50 0.99 1.12
```

The gap between HOMO and LUMO is 8.5 eV. The HOMO energy comes out at -9.637 eV.

Results of the Mulliken charge analysis, in e, for atoms 1 through 5:
1. C -1.02
2. C -0.31
3. O -0.43
4. P 0.73
5. O -0.77



A molecular structure, C40H40Cl2N9O2S2SeV. Source: the Open Molecules 2025 dataset; level of theory: the ωB97M-V functional and the def2-TZVPD basis.

The geometry in XYZ format:
```
97
C40H40Cl2N9O2S2SeV | the Open Molecules 2025 dataset | the ωB97M-V functional and the def2-TZVPD basis
V -1.46 0.67 0.07
C 3.76 -0.69 1.86
C 3.23 -0.55 0.58
C 2.02 0.10 0.37
C 1.29 0.63 1.45
C 1.83 0.46 2.74
C 3.04 -0.18 2.94
N 0.06 1.24 1.23
C -0.24 2.44 1.86
C 0.65 3.33 2.48
C 0.18 4.49 3.08
C -1.18 4.79 3.08
C -2.08 3.93 2.47
C -1.61 2.78 1.84
N -2.35 1.78 1.24
N -3.60 1.47 1.68
C -3.79 0.19 1.49
C -5.02 -0.45 1.86
C -5.08 -1.80 1.91
C -3.93 -2.57 1.59
C -2.81 -1.93 1.14
N -2.71 -0.57 1.03
H 4.70 -1.21 2.01
H 3.77 -0.95 -0.27
H 1.64 0.24 -0.63
H 1.26 0.83 3.58
H 3.42 -0.31 3.94
H 1.72 3.11 2.49
H 0.88 5.17 3.55
H -1.53 5.70 3.56
H -3.15 4.14 2.45
H -5.86 0.18 2.10
H -6.00 -2.30 2.20
H -3.93 -3.65 1.67
H -1.95 -2.50 0.84
Cl -3.29 -2.31 -2.18
C -1.56 -2.22 -2.53
Cl -0.57 -1.36 -1.30
H -1.46 -1.68 -3.46
H -1.18 -3.23 -2.58
C -2.72 4.24 -1.83
C -3.44 2.96 -2.12
N -3.82 2.09 -1.22
C -4.53 1.13 -1.92
C -4.57 1.43 -3.24
N -3.88 2.62 -3.36
H -2.33 4.20 -0.81
H -3.40 5.08 -1.91
H -1.89 4.39 -2.52
H -4.99 0.30 -1.40
H -4.96 0.90 -4.09
H -3.52 2.98 -4.23
C 4.85 -4.82 6.12
C 3.79 -4.20 5.24
C 2.83 -3.35 5.77
C 1.82 -2.81 4.99
C 0.82 -1.87 5.62
C 1.75 -3.15 3.62
Se 0.32 -2.54 2.57
C 2.75 -3.98 3.06
C 2.75 -4.35 1.60
C 3.75 -4.49 3.88
H 4.82 -4.41 7.13
H 5.85 -4.64 5.71
H 4.71 -5.90 6.18
H 2.87 -3.11 6.83
H 1.06 -1.69 6.67
H -0.19 -2.28 5.56
H 0.80 -0.92 5.09
H 2.59 -3.47 0.98
H 1.95 -5.05 1.38
H 3.70 -4.81 1.32
H 4.51 -5.14 3.45
N 3.66 -0.11 -7.48
C 2.43 0.11 -6.86
C 2.16 -0.45 -5.61
C 0.93 -0.26 -5.01
C -0.04 0.50 -5.64
C 0.22 1.07 -6.88
C 1.45 0.87 -7.49
S -1.64 0.71 -4.90
O -2.37 -0.52 -5.12
O -2.20 1.91 -5.50
N -1.38 0.83 -3.33
C -0.65 1.82 -2.78
S 0.21 3.09 -3.69
C 0.86 3.71 -2.21
C 0.40 3.00 -1.18
N -0.45 1.93 -1.46
H 4.42 -0.37 -6.88
H 3.92 0.56 -8.18
H 2.93 -1.04 -5.12
H 0.74 -0.68 -4.03
H -0.55 1.68 -7.34
H 1.65 1.32 -8.46
H 1.51 4.56 -2.20
H 0.63 3.21 -0.15
```

The gap between HOMO and LUMO (alpha / beta) is 5.9 / 4.0 eV. As for the total charge: -1. As for the spin multiplicity: 4. The HOMO energy (alpha / beta) comes out at -3.703 / -3.558 eV. The energy above the lowest of the compared OMol25 structures with the same formula, charge and spin comes out at 120.82 kJ/mol.

Results of the Mulliken charge analysis, in e, for atoms 1 through 5:
1. V -0.87
2. C -0.39
3. C -1.29
4. C 0.30
5. C -0.97



A molecular structure, C40H40ClN2OP2RuS. Source: the Open Molecules 2025 dataset; level of theory: the ωB97M-V functional and the def2-TZVPD basis.

The geometry in XYZ format:
```
88
C40H40ClN2OP2RuS | the Open Molecules 2025 dataset | the ωB97M-V functional and the def2-TZVPD basis
Ru -0.12 0.13 0.70
C -1.60 5.75 5.17
S -0.14 4.69 5.24
C 0.89 5.45 3.93
C 1.24 4.49 2.79
C -0.02 3.97 2.11
N 0.18 2.77 1.25
P -0.75 2.44 -0.17
C -1.30 4.01 -0.83
C -0.54 4.59 -1.85
C -0.89 5.84 -2.36
C -1.99 6.50 -1.85
C -2.77 5.92 -0.85
C -2.43 4.67 -0.35
C -2.23 1.56 0.38
C -3.01 1.85 1.52
C -4.12 1.09 1.81
C -4.47 0.01 0.99
C -3.71 -0.30 -0.12
C -2.59 0.48 -0.43
P 1.51 1.78 1.08
C 2.93 2.65 0.46
C 2.86 3.15 -0.84
C 3.94 3.83 -1.39
C 5.09 4.01 -0.63
C 5.16 3.51 0.67
C 4.09 2.82 1.22
C 2.03 1.08 2.67
C 1.35 1.35 3.86
C 1.71 0.71 5.04
C 2.75 -0.21 5.04
C 3.44 -0.48 3.86
C 3.08 0.16 2.68
H -2.29 5.40 5.93
H -2.08 5.71 4.20
H -1.33 6.78 5.40
H 1.80 5.79 4.41
H 0.35 6.32 3.56
H 1.82 3.67 3.22
H 1.88 5.00 2.07
H -0.45 4.76 1.51
H -0.74 3.71 2.89
H 0.31 4.06 -2.27
H -0.31 6.28 -3.16
H -2.26 7.48 -2.24
H -3.64 6.43 -0.47
H -3.06 4.21 0.40
H -2.74 2.68 2.17
H -4.74 1.34 2.66
H -5.34 -0.59 1.22
H -3.98 -1.13 -0.76
H -2.06 0.31 -1.35
H 1.97 3.01 -1.44
H 3.89 4.21 -2.40
H 5.94 4.53 -1.06
H 6.06 3.66 1.25
H 4.16 2.45 2.23
H 0.55 2.08 3.87
H 1.19 0.95 5.96
H 3.03 -0.71 5.96
H 4.25 -1.20 3.86
H 3.63 -0.05 1.77
O -1.12 -0.78 2.38
N -1.33 -0.73 3.70
C -1.62 0.43 4.29
C -1.85 0.48 5.65
C -1.81 -0.69 6.40
C -1.53 -1.88 5.75
C -1.28 -1.88 4.39
H -1.66 1.28 3.64
H -2.05 1.44 6.11
H -2.00 -0.67 7.46
H -1.51 -2.83 6.28
H -1.05 -2.76 3.81
Cl -1.86 -2.85 -4.33
C -1.04 -2.40 -2.90
C -1.64 -2.62 -1.68
C -0.95 -2.28 -0.52
C 0.34 -1.74 -0.59
C 1.10 -1.55 0.61
C 0.90 -1.48 -1.86
C 0.23 -1.82 -3.00
H -2.62 -3.07 -1.63
H -1.38 -2.47 0.45
H 2.16 -1.33 0.53
H 0.80 -2.08 1.51
H 1.90 -1.06 -1.92
H 0.67 -1.67 -3.98
```

The gap between HOMO and LUMO (alpha / beta) is 6.4 / 6.8 eV. As for the total charge: +2. As for the spin multiplicity: 2. The HOMO energy (alpha / beta) comes out at -13.018 / -13.085 eV. The energy above the lowest of the compared OMol25 structures with the same formula, charge and spin comes out at 316.22 kJ/mol.

Results of the Mulliken charge analysis, in e, for atoms 1 through 5:
1. Ru -0.01
2. C -0.93
3. S -0.03
4. C -1.20
5. C -0.55



A molecular structure, C40H40N2O5P2S2Y. Source: the Open Molecules 2025 dataset; level of theory: the ωB97M-V functional and the def2-TZVPD basis.

The geometry in XYZ format:
```
92
C40H40N2O5P2S2Y | the Open Molecules 2025 dataset | the ωB97M-V functional and the def2-TZVPD basis
Y -0.05 -0.39 -0.95
O -0.91 1.06 3.82
S -0.38 0.89 2.45
C -1.58 1.61 1.31
C -2.90 1.68 1.71
C -3.84 2.24 0.87
C -3.45 2.79 -0.34
C -2.10 2.81 -0.70
C -1.14 2.21 0.11
P 0.68 2.41 -0.10
C 0.91 3.92 0.89
C 1.56 3.83 2.11
C 1.68 4.95 2.92
C 1.15 6.16 2.51
C 0.50 6.25 1.28
C 0.37 5.14 0.47
C 0.96 2.99 -1.81
C 2.19 3.66 -1.99
C 2.60 4.04 -3.25
C 1.82 3.76 -4.36
C 0.62 3.09 -4.20
C 0.19 2.70 -2.93
C -0.65 -0.88 2.07
C -1.91 -1.39 2.36
C -2.15 -2.75 2.28
C -1.11 -3.61 1.94
C 0.15 -3.11 1.67
C 0.41 -1.73 1.73
P 2.03 -1.09 1.13
C 3.06 -2.58 1.01
C 3.66 -3.17 2.13
C 4.41 -4.33 1.98
C 4.57 -4.90 0.73
C 4.00 -4.31 -0.39
C 3.25 -3.15 -0.24
C 2.74 -0.12 2.48
C 3.75 0.78 2.16
C 4.37 1.52 3.16
C 3.95 1.39 4.47
C 2.93 0.50 4.80
C 2.33 -0.26 3.80
H -3.17 1.32 2.69
H -4.88 2.27 1.16
H -4.18 3.23 -1.01
H -1.81 3.33 -1.59
H 1.98 2.88 2.44
H 2.18 4.88 3.88
H 1.24 7.03 3.13
H 0.08 7.20 0.96
H -0.14 5.21 -0.48
H 2.80 3.90 -1.13
H 3.54 4.57 -3.37
H 2.14 4.07 -5.35
H 0.00 2.85 -5.06
H -0.73 2.14 -2.85
H -2.70 -0.73 2.66
H -3.13 -3.14 2.48
H -1.28 -4.68 1.89
H 0.96 -3.79 1.43
H 3.53 -2.73 3.11
H 4.87 -4.78 2.85
H 5.16 -5.80 0.62
H 4.13 -4.74 -1.37
H 2.81 -2.68 -1.11
H 4.07 0.89 1.13
H 5.16 2.21 2.91
H 4.42 1.98 5.25
H 2.60 0.40 5.82
H 1.53 -0.95 4.06
N -0.01 -2.76 -1.67
C 0.59 -3.47 -2.83
C 0.46 -2.71 -4.15
C 1.61 -1.77 -4.52
C 1.52 -0.32 -4.06
N 1.79 -0.15 -2.60
H 0.13 -3.35 -0.85
H -1.03 -2.78 -1.82
H 0.09 -4.44 -2.93
H 1.64 -3.67 -2.61
H -0.50 -2.18 -4.17
H 0.40 -3.47 -4.93
H 1.68 -1.73 -5.61
H 2.57 -2.20 -4.19
H 0.53 0.07 -4.26
H 2.24 0.27 -4.62
H 2.08 0.81 -2.46
H 2.61 -0.71 -2.36
O -1.30 -0.10 -2.69
S -2.58 -0.80 -2.15
O -2.71 -2.08 -2.79
O -2.12 -1.01 -0.69
O -3.69 0.10 -2.21
```

The gap between HOMO and LUMO is 7.9 eV. As for the total charge: +1. The HOMO energy comes out at -11.119 eV. The energy above the lowest of the compared OMol25 structures with the same formula, charge and spin comes out at 62.03 kJ/mol.

Results of the Mulliken charge analysis, in e, for atoms 1 through 5:
1. Y 0.15
2. O -0.84
3. S 1.47
4. C 0.23
5. C -0.48



A molecular structure, C40H41BF2O3P2S5Sn. Source: the Open Molecules 2025 dataset; level of theory: the ωB97M-V functional and the def2-TZVPD basis.

The geometry in XYZ format:
```
95
C40H41BF2O3P2S5Sn | the Open Molecules 2025 dataset | the ωB97M-V functional and the def2-TZVPD basis
Sn -0.29 -0.55 0.34
S -2.57 -2.17 0.77
P -3.19 -0.29 1.20
C -1.98 0.79 1.58
P -1.42 1.45 3.02
S 0.47 2.04 3.12
C -2.44 2.96 3.36
C -3.50 3.03 4.27
C -4.27 4.19 4.36
C -4.00 5.28 3.56
C -2.95 5.21 2.65
C -2.18 4.07 2.56
C -1.71 0.42 4.52
C -1.59 0.95 5.81
C -1.73 0.15 6.93
C -1.98 -1.21 6.78
C -2.07 -1.76 5.51
C -1.93 -0.94 4.39
C -4.11 0.32 -0.27
C -4.94 -0.51 -1.01
C -5.66 -0.01 -2.08
C -5.55 1.33 -2.42
C -4.72 2.17 -1.69
C -4.00 1.66 -0.61
C -4.62 -0.43 2.36
C -5.25 0.75 2.75
C -6.33 0.71 3.63
C -6.78 -0.51 4.12
C -6.16 -1.68 3.73
C -5.08 -1.64 2.85
H -3.74 2.18 4.89
H -5.09 4.23 5.07
H -4.61 6.18 3.63
H -2.73 6.06 2.01
H -1.36 4.01 1.85
H -1.35 2.01 5.92
H -1.64 0.58 7.92
H -2.09 -1.84 7.65
H -2.25 -2.82 5.38
H -1.99 -1.38 3.40
H -4.99 -1.57 -0.75
H -6.30 -0.67 -2.66
H -6.11 1.72 -3.27
H -4.62 3.21 -1.97
H -3.32 2.29 -0.04
H -4.90 1.70 2.37
H -6.81 1.64 3.94
H -7.61 -0.54 4.82
H -6.50 -2.64 4.11
H -4.58 -2.55 2.54
C 5.10 3.11 -1.51
C 5.59 1.66 -1.49
S 4.37 0.36 -1.19
C 3.04 0.74 -2.35
C 2.02 1.83 -1.96
S 1.74 1.94 -0.17
C 1.72 3.72 0.10
C 2.97 4.51 -0.29
S 4.59 3.78 0.10
H 4.27 3.22 -2.20
H 5.92 3.73 -1.90
H 6.33 1.54 -0.70
H 6.11 1.48 -2.44
H 2.51 -0.21 -2.45
H 3.49 0.99 -3.32
H 1.07 1.58 -2.44
H 2.32 2.81 -2.34
H 1.53 3.79 1.18
H 0.86 4.18 -0.40
H 2.94 5.47 0.23
H 2.97 4.74 -1.35
C -1.22 -3.15 -6.11
O -0.09 -3.96 -5.92
C 0.63 -3.76 -4.76
C 1.63 -4.70 -4.49
C 2.37 -4.54 -3.34
C 2.15 -3.51 -2.42
C 2.92 -3.47 -1.16
C 4.43 -3.61 -1.25
O 2.40 -3.29 -0.07
C 1.15 -2.52 -2.71
O 0.96 -1.48 -1.99
C 0.40 -2.70 -3.91
H -1.74 -3.54 -6.98
H -0.94 -2.11 -6.30
H -1.89 -3.17 -5.24
H 1.78 -5.53 -5.17
H 3.14 -5.28 -3.11
H 4.74 -4.30 -2.04
H 4.83 -3.92 -0.29
H 4.82 -2.62 -1.51
H -0.36 -1.95 -4.11
F -1.15 1.28 -2.31
B -1.30 0.07 -1.71
F -1.97 -0.78 -2.51
```

The gap between HOMO and LUMO is 5.5 eV. As for the total charge: -2. The HOMO energy comes out at -1.586 eV. The energy above the lowest of the compared OMol25 structures with the same formula, charge and spin comes out at 71.48 kJ/mol.

Results of the Mulliken charge analysis, in e, for atoms 1 through 5:
1. Sn 0.03
2. S -0.56
3. P 0.26
4. C -0.72
5. P 1.44



Which formula does entry 2 have? C40H40Cl2N9O2S2SeV



What did the third record say?
A molecular structure, C40H40ClN2OP2RuS. Source: the Open Molecules 2025 dataset; level of theory: the ωB97M-V functional and the def2-TZVPD basis.

The geometry in XYZ format:
```
88
C40H40ClN2OP2RuS | the Open Molecules 2025 dataset | the ωB97M-V functional and the def2-TZVPD basis
Ru -0.12 0.13 0.70
C -1.60 5.75 5.17
S -0.14 4.69 5.24
C 0.89 5.45 3.93
C 1.24 4.49 2.79
C -0.02 3.97 2.11
N 0.18 2.77 1.25
P -0.75 2.44 -0.17
C -1.30 4.01 -0.83
C -0.54 4.59 -1.85
C -0.89 5.84 -2.36
C -1.99 6.50 -1.85
C -2.77 5.92 -0.85
C -2.43 4.67 -0.35
C -2.23 1.56 0.38
C -3.01 1.85 1.52
C -4.12 1.09 1.81
C -4.47 0.01 0.99
C -3.71 -0.30 -0.12
C -2.59 0.48 -0.43
P 1.51 1.78 1.08
C 2.93 2.65 0.46
C 2.86 3.15 -0.84
C 3.94 3.83 -1.39
C 5.09 4.01 -0.63
C 5.16 3.51 0.67
C 4.09 2.82 1.22
C 2.03 1.08 2.67
C 1.35 1.35 3.86
C 1.71 0.71 5.04
C 2.75 -0.21 5.04
C 3.44 -0.48 3.86
C 3.08 0.16 2.68
H -2.29 5.40 5.93
H -2.08 5.71 4.20
H -1.33 6.78 5.40
H 1.80 5.79 4.41
H 0.35 6.32 3.56
H 1.82 3.67 3.22
H 1.88 5.00 2.07
H -0.45 4.76 1.51
H -0.74 3.71 2.89
H 0.31 4.06 -2.27
H -0.31 6.28 -3.16
H -2.26 7.48 -2.24
H -3.64 6.43 -0.47
H -3.06 4.21 0.40
H -2.74 2.68 2.17
H -4.74 1.34 2.66
H -5.34 -0.59 1.22
H -3.98 -1.13 -0.76
H -2.06 0.31 -1.35
H 1.97 3.01 -1.44
H 3.89 4.21 -2.40
H 5.94 4.53 -1.06
H 6.06 3.66 1.25
H 4.16 2.45 2.23
H 0.55 2.08 3.87
H 1.19 0.95 5.96
H 3.03 -0.71 5.96
H 4.25 -1.20 3.86
H 3.63 -0.05 1.77
O -1.12 -0.78 2.38
N -1.33 -0.73 3.70
C -1.62 0.43 4.29
C -1.85 0.48 5.65
C -1.81 -0.69 6.40
C -1.53 -1.88 5.75
C -1.28 -1.88 4.39
H -1.66 1.28 3.64
H -2.05 1.44 6.11
H -2.00 -0.67 7.46
H -1.51 -2.83 6.28
H -1.05 -2.76 3.81
Cl -1.86 -2.85 -4.33
C -1.04 -2.40 -2.90
C -1.64 -2.62 -1.68
C -0.95 -2.28 -0.52
C 0.34 -1.74 -0.59
C 1.10 -1.55 0.61
C 0.90 -1.48 -1.86
C 0.23 -1.82 -3.00
H -2.62 -3.07 -1.63
H -1.38 -2.47 0.45
H 2.16 -1.33 0.53
H 0.80 -2.08 1.51
H 1.90 -1.06 -1.92
H 0.67 -1.67 -3.98
```

The gap between HOMO and LUMO (alpha / beta) is 6.4 / 6.8 eV. As for the total charge: +2. As for the spin multiplicity: 2. The HOMO energy (alpha / beta) comes out at -13.018 / -13.085 eV. The energy above the lowest of the compared OMol25 structures with the same formula, charge and spin comes out at 316.22 kJ/mol.

Results of the Mulliken charge analysis, in e, for atoms 1 through 5:
1. Ru -0.01
2. C -0.93
3. S -0.03
4. C -1.20
5. C -0.55